This record from OMol25 describes a 2-piece molecular cluster, H2N2O3 overall at a distorted geometry. The level of theory is ωB97M-V/def2-TZVPD.

Geometry as XYZ:
```
7
Properties=species:S:1:pos:R:3
N -0.532 -0.244 -0.584
N 0.829 -0.150 -0.023
O 1.613 -1.054 -0.078
O 1.088 0.927 0.435
O -1.274 0.811 -0.276
H -0.989 -1.623 0.082
H -0.735 1.333 0.443
```

The HOMO energy (spin up / spin down) comes out at -10.361 / -10.361 eV. The orbital gap (spin up / spin down) is 9.1828 / 9.1813 eV. Its charge is 0. The molecular weight comes out at 78.0 g/mol.

Atomic partial charges in e from the Mulliken method, atoms 1 to 5:
1 N -0.285
2 N 1.098
3 O -0.553
4 O -0.634
5 O -0.296